No. 1
DFT (ωB97M-V with the def2-TZVPD basis set) results for a 2-piece molecular cluster, C4H7N2 overall.

## Properties
**Spin multiplicity**: 1
**Gap between HOMO and LUMO**: 8.68 eV
**Net charge**: +1
**HOMO energy**: -0.538 Eh

Geometry as XYZ:
```
13
Properties=species:S:1:pos:R:3:mulliken_charge:R:1
C -2.75 1.66 1.43 0.377
C -2.15 1.10 0.54 -0.254
C -1.40 0.47 -0.50 -0.623
C 1.48 -0.44 -0.04 0.262
N 2.62 -1.11 -0.03 -0.325
N 0.42 -0.76 -0.67 -0.477
H -3.36 2.17 2.12 0.433
H -1.90 -0.37 -0.97 0.295
H -0.86 1.15 -1.14 0.363
H 0.29 -1.62 -1.18 0.195
H 1.47 0.49 0.52 0.294
H 2.71 -1.98 -0.54 0.222
H 3.43 -0.76 0.45 0.238
```

***

No. 2
DFT (ωB97M-V with the def2-TZVPD basis set) results for an isolated ion of composition C4H7N2 and charge +1.

## Properties
**SMILES**: C=NC[N+]#CC
**Spin multiplicity**: 1
**Gap between HOMO and LUMO**: 9.68 eV
**Net charge**: +1
**HOMO energy**: -0.522 Eh

Geometry as XYZ:
```
13
Properties=species:S:1:pos:R:3:mulliken_charge:R:1
C 0.65 0.54 2.29 -0.113
N 1.41 0.93 1.38 -0.317
C 1.48 0.71 0.01 -0.368
N 0.48 0.15 -0.79 0.084
C -0.55 -0.30 -1.09 0.548
C -1.75 -0.94 -1.57 -0.988
H 0.85 0.52 3.36 0.261
H -0.32 0.13 2.16 0.155
H 2.31 0.10 -0.21 0.358
H 1.59 1.66 -0.44 0.368
H -1.77 -1.95 -1.25 0.343
H -1.81 -1.08 -2.71 0.348
H -2.56 -0.48 -1.14 0.321
```

***

No. 3
DFT (ωB97M-V with the def2-TZVPD basis set) results for an isolated ion of composition C4H7N2 and charge +1.

## Properties
**Spin multiplicity**: 1
**Gap between HOMO and LUMO (spin up / spin down)**: 6.36 / 8.60 eV
**Net charge**: +1
**HOMO energy (spin up / spin down)**: -0.456 / -0.485 Eh

Geometry as XYZ:
```
13
Properties=species:S:1:pos:R:3:mulliken_charge:R:1
C -1.76 -1.35 -1.44 -0.011
C 1.30 1.55 -0.54 -0.732
C -0.48 -0.20 0.31 0.390
C 1.11 0.20 -0.08 -0.295
N -1.04 -0.92 -0.61 -0.081
N -0.83 -0.15 1.62 -0.388
H -2.06 -2.13 -2.02 0.411
H 0.85 1.83 -1.51 0.292
H 1.65 -0.12 0.82 0.313
H 1.11 -0.65 -0.93 0.203
H 1.90 2.32 -0.02 0.323
H -0.60 0.65 2.26 0.296
H -1.15 -1.03 2.14 0.280
```

***

No. 4
DFT (ωB97M-V with the def2-TZVPD basis set) results for an isolated ion of composition C4H7N2 and charge +1.

## Properties
**Spin multiplicity**: 1
**Gap between HOMO and LUMO (spin up / spin down)**: 8.52 / 7.88 eV
**Net charge**: +1
**HOMO energy (spin up / spin down)**: -0.533 / -0.512 Eh

Geometry as XYZ:
```
13
Properties=species:S:1:pos:R:3:mulliken_charge:R:1
C 1.90 0.72 -0.11 0.033
C 0.46 1.23 0.04 -0.401
C 0.93 -1.14 0.19 0.012
C -1.33 -0.45 -0.41 -0.904
N 1.91 -0.53 -0.35 -0.220
N -0.28 0.03 0.43 -0.083
H 0.47 1.99 0.66 0.421
H 0.21 1.55 -0.96 0.282
H 0.89 -1.93 0.93 0.355
H -0.94 -0.61 -1.51 0.335
H -1.77 -1.33 0.04 0.370
H -2.06 0.32 -0.33 0.422
H -0.39 0.15 1.39 0.377
```

***

No. 5
DFT (ωB97M-V with the def2-TZVPD basis set) results for C4H7N2 as an isolated structure.

## Properties
**Spin multiplicity**: 1
**Gap between HOMO and LUMO**: 10.27 eV
**Net charge**: +1
**HOMO energy**: -0.579 Eh

Geometry as XYZ:
```
13
Properties=species:S:1:pos:R:3:mulliken_charge:R:1
C -0.72 -0.32 -0.02 0.561
C 2.46 -0.16 -0.04 -0.091
C 0.32 0.85 -0.07 -0.519
C -2.20 -0.39 -0.08 -0.947
N 0.20 -1.25 -0.05 -0.782
N 1.19 -0.30 -0.16 0.579
H 3.07 -1.03 0.30 0.306
H 2.84 0.84 0.13 0.277
H 0.22 1.41 -1.02 0.319
H 0.40 1.44 0.86 0.337
H -2.77 -1.33 -0.33 0.352
H -2.64 0.59 -0.51 0.295
H -2.39 -0.36 0.99 0.314
```

***

No. 6
DFT (ωB97M-V with the def2-TZVPD basis set) results for an isolated ion of composition C4H7N2 and charge +1.

## Properties
**Spin multiplicity**: 3
**Gap between HOMO and LUMO (spin up / spin down)**: 9.82 / 8.51 eV
**Net charge**: +1
**HOMO energy (spin up / spin down)**: -0.507 / -0.611 Eh

Geometry as XYZ:
```
13
Properties=species:S:1:pos:R:3:mulliken_charge:R:1
C -1.02 -0.21 -1.56 0.346
C 0.18 0.44 -1.45 -0.431
C 0.32 -0.28 0.09 0.267
C 0.64 0.57 1.22 -1.326
N -1.77 -0.84 -0.87 -0.401
N -1.21 -0.89 0.35 0.098
H 1.11 0.11 -1.93 0.332
H 0.14 1.49 -1.62 0.329
H 1.04 -1.20 -0.06 0.398
H 0.08 1.60 1.21 0.302
H 1.62 0.61 1.59 0.393
H 0.12 0.34 2.16 0.390
H -1.24 -1.73 0.87 0.302
```

***

No. 7
DFT (ωB97M-V with the def2-TZVPD basis set) results for C4H7N2 as an isolated structure.

## Properties
**Spin multiplicity**: 3
**Gap between HOMO and LUMO (spin up / spin down)**: 9.59 / 8.98 eV
**Net charge**: +1
**HOMO energy (spin up / spin down)**: -0.472 / -0.576 Eh

Geometry as XYZ:
```
13
Properties=species:S:1:pos:R:3:mulliken_charge:R:1
C -1.42 0.16 0.15 -0.437
C -0.41 -0.98 0.38 -0.114
C 1.00 -0.59 0.17 0.176
C -0.64 -0.36 -0.96 -0.172
N 1.03 0.03 1.27 -0.436
N 0.61 0.35 -1.19 -0.176
H -2.41 -0.35 0.33 0.273
H -1.17 1.16 0.51 0.197
H -0.75 -1.81 1.05 0.439
H 1.62 -1.39 -0.22 0.396
H 1.08 0.99 1.50 0.285
H 0.65 1.32 -1.04 0.261
H 0.91 0.12 -2.09 0.306
```

***

No. 8
DFT (ωB97M-V with the def2-TZVPD basis set) results for an isolated ion of composition C4H7N2 and charge +1.

## Properties
**Spin multiplicity**: 3
**Gap between HOMO and LUMO (spin up / spin down)**: 6.03 / 9.52 eV
**Net charge**: +1
**HOMO energy (spin up / spin down)**: -0.366 / -0.615 Eh

Geometry as XYZ:
```
13
Properties=species:S:1:pos:R:3:mulliken_charge:R:1
C 0.29 1.97 0.27 0.363
C -0.19 -0.11 0.94 -0.210
C 0.17 -0.61 -0.20 -0.380
C -0.42 -1.91 -0.59 -1.041
N 0.63 2.36 -0.76 -0.159
N 0.16 1.31 1.29 -0.106
H -0.71 -0.68 1.72 0.409
H 0.72 -0.23 -0.98 0.448
H -0.43 -2.63 0.23 0.375
H 0.20 -2.33 -1.42 0.313
H -1.36 -1.61 -1.00 0.320
H 0.54 2.77 -1.72 0.358
H 0.39 1.68 2.22 0.312
```

***

No. 9
DFT (ωB97M-V with the def2-TZVPD basis set) results for an isolated ion of composition C4H7N2O and charge -1.

## Properties
**SMILES**: C/N=C/[C@@H]1CN1[O-]
**Spin multiplicity**: 1
**Gap between HOMO and LUMO (spin up / spin down)**: 5.84 / 5.84 eV
**Net charge**: -1
**HOMO energy (spin up / spin down)**: -0.069 / -0.069 Eh

Geometry as XYZ:
```
14
Properties=species:S:1:pos:R:3:mulliken_charge:R:1
C 1.86 0.76 -0.41 -0.660
N 0.54 0.26 -0.53 -0.351
C -0.12 0.07 0.55 -0.283
C -1.52 -0.27 0.52 0.126
C -2.18 -0.84 -0.66 -0.802
N -2.53 0.53 -0.29 -0.253
O -3.72 0.67 0.22 -0.735
H 1.97 1.08 0.61 0.323
H 2.51 0.09 -0.85 0.215
H 2.01 1.77 -0.96 0.191
H 0.40 0.33 1.55 0.157
H -1.93 -0.63 1.65 0.216
H -1.49 -0.92 -1.40 0.338
H -2.95 -1.46 -0.54 0.519
```

***

No. 10
DFT (ωB97M-V with the def2-TZVPD basis set) results for an isolated ion of composition C4H7N2O and charge +1.

## Properties
**SMILES**: C/[NH+]=C/C1=C(N)O1
**Spin multiplicity**: 1
**Gap between HOMO and LUMO (spin up / spin down)**: 8.52 / 8.52 eV
**Net charge**: +1
**HOMO energy (spin up / spin down)**: -0.478 / -0.478 Eh

Geometry as XYZ:
```
14
Properties=species:S:1:pos:R:3:mulliken_charge:R:1
C 2.76 -0.32 0.00 -0.857
N 1.31 -0.39 0.01 -0.191
C 0.38 0.58 -0.06 -0.053
C -0.89 0.21 0.07 0.031
C -2.20 -0.09 0.09 0.632
N -3.37 0.41 -0.13 -0.352
O -1.50 -1.19 0.22 -0.363
H 2.98 0.69 0.09 0.337
H 3.28 -0.97 0.80 0.275
H 3.23 -0.53 -0.92 0.346
H 1.08 -1.35 0.09 0.250
H 0.65 1.56 -0.11 0.395
H -3.55 1.31 -0.54 0.262
H -4.16 0.06 0.39 0.287
```

***

No. 11
DFT (ωB97M-V with the def2-TZVPD basis set) results for a 2-piece molecular cluster, C4H7N2O overall.

## Properties
**Spin multiplicity**: 1
**Gap between HOMO and LUMO**: 9.84 eV
**Net charge**: +1
**HOMO energy**: -0.508 Eh

Geometry as XYZ:
```
14
Properties=species:S:1:pos:R:3:mulliken_charge:R:1
C -1.23 0.71 0.02 -0.170
C -2.58 0.86 0.13 -0.269
C -2.18 -1.22 -0.15 0.068
C 3.29 -0.07 0.37 -0.223
N -0.97 -0.66 -0.07 -0.029
N 2.55 0.42 -0.51 -0.449
O -3.11 -0.40 -0.05 -0.170
H -0.35 1.39 -0.11 0.378
H -3.31 1.62 0.23 0.413
H -2.37 -2.26 -0.12 0.400
H 3.01 -0.93 0.84 0.267
H -0.01 -1.04 -0.41 0.347
H 4.34 0.39 0.68 0.204
H 2.93 1.20 -0.86 0.235
```

***

No. 12
DFT (ωB97M-V with the def2-TZVPD basis set) results for an isolated ion of composition C4H7N2O and charge +1.

## Properties
**SMILES**: C=[NH+]C/C=C\N=O
**Spin multiplicity**: 1
**Gap between HOMO and LUMO (spin up / spin down)**: 7.70 / 8.07 eV
**Net charge**: +1
**HOMO energy (spin up / spin down)**: -0.477 / -0.496 Eh

Geometry as XYZ:
```
14
Properties=species:S:1:pos:R:3:mulliken_charge:R:1
C -0.65 2.08 -1.05 -0.076
N -0.40 0.87 -0.79 0.028
C -0.41 0.30 0.61 -0.654
C 0.82 -0.47 0.99 -0.188
C 1.14 -1.71 0.42 -0.212
N 0.27 -2.65 0.02 0.026
O -0.81 -2.49 -0.51 -0.311
H -0.64 2.62 -0.10 0.255
H -0.64 2.33 -2.08 0.314
H -0.29 0.21 -1.50 0.290
H -1.31 -0.41 0.52 0.331
H -0.56 1.10 1.19 0.428
H 1.36 0.16 1.63 0.378
H 2.14 -1.94 0.66 0.391
```

***

No. 13
DFT (ωB97M-V with the def2-TZVPD basis set) results for an isolated ion of composition C4H7N2O and charge +1.

## Properties
**SMILES**: [NH3+]C1=C([O-])[NH+]=CC1
**Spin multiplicity**: 1
**Gap between HOMO and LUMO**: 7.67 eV
**Net charge**: +1
**HOMO energy**: -0.456 Eh

Geometry as XYZ:
```
14
Properties=species:S:1:pos:R:3:mulliken_charge:R:1
N -1.33 -1.51 0.03 -0.172
C -0.32 -0.48 0.02 -0.371
C 1.06 -0.66 0.03 0.150
O 1.83 -1.62 -0.02 -0.655
N 1.67 0.70 0.04 0.038
C 0.80 1.70 -0.09 -0.285
C -0.55 1.06 0.09 -0.271
H -2.14 -1.05 0.24 0.303
H -0.97 -2.22 0.67 0.404
H -1.43 -2.03 -0.95 0.410
H 2.63 0.62 -0.08 0.254
H 0.87 2.71 -0.31 0.462
H -0.90 1.46 1.13 0.332
H -1.19 1.33 -0.79 0.401
```

***

No. 14
DFT (ωB97M-V with the def2-TZVPD basis set) results for an isolated ion of composition C4H7N2O and charge +1.

## Properties
**Spin multiplicity**: 3
**Gap between HOMO and LUMO (spin up / spin down)**: 5.79 / 8.46 eV
**Net charge**: +1
**HOMO energy (spin up / spin down)**: -0.395 / -0.551 Eh

Geometry as XYZ:
```
14
Properties=species:S:1:pos:R:3:mulliken_charge:R:1
C 0.87 0.71 -0.24 0.207
C -0.50 1.28 -0.55 -0.373
C 0.97 -0.61 0.41 -0.043
C -1.49 -0.55 0.58 -0.294
N -1.63 0.66 0.23 -0.113
N 1.41 -1.66 -0.23 -0.296
O 1.89 1.30 -0.42 -0.413
H -0.39 2.32 -0.23 0.325
H -0.80 1.04 -1.64 0.301
H 0.73 -0.72 1.50 0.493
H -2.22 -0.99 1.15 0.406
H -2.48 1.24 0.30 0.266
H 1.93 -1.60 -1.13 0.281
H 1.70 -2.42 0.26 0.255
```

***

No. 15
DFT (ωB97M-V with the def2-TZVPD basis set) results for an isolated ion of composition C4H7N2O2 and charge +1.

## Properties
**SMILES**: C=C1C[NH2+][N+]([O-])=C1O
**Spin multiplicity**: 1
**Gap between HOMO and LUMO (spin up / spin down)**: 9.26 / 9.26 eV
**Net charge**: +1
**HOMO energy (spin up / spin down)**: -0.501 / -0.501 Eh

Geometry as XYZ:
```
15
Properties=species:S:1:pos:R:3:mulliken_charge:R:1
C -1.83 1.30 -0.09 -0.850
C -0.66 0.62 0.06 0.445
C -0.82 -0.91 0.13 -0.715
N 0.47 -1.56 -0.09 -0.181
N 1.61 -0.35 -0.01 0.497
O 2.80 -0.71 -0.06 -0.559
C 0.98 0.78 0.19 0.376
O 1.68 1.87 0.01 -0.476
H -1.85 2.38 0.05 0.334
H -2.61 0.52 -0.09 0.283
H -1.56 -1.25 -0.66 0.463
H -1.05 -1.01 1.18 0.305
H 0.78 -2.10 0.73 0.389
H 0.76 -2.15 -0.81 0.321
H 1.30 2.57 -0.53 0.369
```

***

No. 16
DFT (ωB97M-V with the def2-TZVPD basis set) results for an isolated ion of composition C4H7N2O2 and charge +1.

## Properties
**SMILES**: CC[n+]1cc(=O)o[nH]1
**Spin multiplicity**: 1
**Gap between HOMO and LUMO (spin up / spin down)**: 9.46 / 9.46 eV
**Net charge**: +1
**HOMO energy (spin up / spin down)**: -0.564 / -0.564 Eh

Geometry as XYZ:
```
15
Properties=species:S:1:pos:R:3:mulliken_charge:R:1
C 1.88 1.13 0.07 -1.189
C 1.11 -0.13 -0.50 -0.189
N -0.29 -0.26 -0.21 0.137
C -1.09 0.40 0.52 0.217
C -2.42 -0.30 0.66 0.203
O -3.25 -0.07 1.46 -0.347
O -2.31 -1.42 -0.12 -0.120
N -1.27 -1.41 -0.95 -0.216
H 1.65 2.09 -0.28 0.412
H 1.81 1.21 1.26 0.342
H 2.95 0.94 -0.35 0.329
H 1.69 -0.99 -0.14 0.310
H 1.17 -0.08 -1.58 0.317
H -0.86 1.30 1.16 0.447
H -0.77 -2.40 -1.00 0.347
```

***

No. 17
DFT (ωB97M-V with the def2-TZVPD basis set) results for a 2-piece molecular cluster, C4H7N2O3 overall.

## Properties
**Spin multiplicity**: 1
**Gap between HOMO and LUMO**: 10.36 eV
**Net charge**: +1
**HOMO energy**: -0.525 Eh

Geometry as XYZ:
```
16
Properties=species:S:1:pos:R:3:mulliken_charge:R:1
C 0.60 1.23 0.62 0.249
C -0.60 -1.59 -0.24 -0.137
C -1.34 -0.58 0.16 0.068
C 2.94 0.27 0.31 -0.682
N -2.17 0.37 0.13 0.577
N 1.65 0.78 0.43 -0.085
O -0.11 -1.88 -1.36 -0.403
O -1.94 1.65 0.37 -0.617
O -3.54 0.05 -0.07 -0.406
H -0.63 1.68 0.65 0.327
H -0.06 -2.08 0.61 0.340
H 3.58 0.48 1.17 0.325
H 2.87 -0.74 0.00 0.298
H 3.18 0.85 -0.49 0.389
H -0.47 -1.42 -2.19 0.378
H -3.99 0.93 -0.09 0.379
```

***

No. 18
DFT (ωB97M-V with the def2-TZVPD basis set) results for an isolated ion of composition C4H7N2S and charge +1.

## Properties
**Spin multiplicity**: 1
**Gap between HOMO and LUMO**: 8.25 eV
**Net charge**: +1
**HOMO energy**: -0.515 Eh

Geometry as XYZ:
```
14
Properties=species:S:1:pos:R:3:mulliken_charge:R:1
C -0.46 1.61 0.03 -0.043
C 1.37 -0.47 -0.53 0.071
C -0.03 -0.60 -0.55 0.753
C -0.34 -1.53 0.68 -1.311
N -0.84 0.59 -0.68 -0.243
N 0.61 1.60 0.70 -0.565
S 2.90 -0.49 -0.45 -0.060
H -1.09 2.58 0.06 0.343
H -0.28 -1.28 -1.40 0.305
H -0.36 -1.18 1.65 0.374
H 0.40 -2.30 0.55 0.412
H -1.36 -1.80 0.52 0.381
H -1.33 0.70 -1.59 0.312
H 0.82 2.56 1.03 0.269
```

***

No. 19
DFT (ωB97M-V with the def2-TZVPD basis set) results for an isolated ion of composition C4H7N2S and charge +1.

## Properties
**Spin multiplicity**: 3
**Gap between HOMO and LUMO (spin up / spin down)**: 6.13 / 8.20 eV
**Net charge**: +1
**HOMO energy (spin up / spin down)**: -0.356 / -0.548 Eh

Geometry as XYZ:
```
14
Properties=species:S:1:pos:R:3:mulliken_charge:R:1
C -0.56 -1.51 0.09 -0.480
C -1.75 -1.02 0.40 -0.185
C 0.52 0.70 -0.06 0.683
C 0.65 -0.74 -0.51 -0.654
N -0.63 1.33 -0.06 -0.337
N 1.64 1.33 0.30 -0.381
S -2.18 0.51 -0.15 0.023
H -0.22 -2.56 0.34 0.350
H -2.60 -1.49 0.78 0.438
H 1.56 -1.11 -0.18 0.443
H 0.33 -0.92 -1.59 0.324
H -0.67 2.36 0.24 0.258
H 2.51 0.85 -0.01 0.290
H 1.41 2.28 0.40 0.228
```

***

No. 20
DFT (ωB97M-V with the def2-TZVPD basis set) results for a 2-piece molecular cluster, C4H7N2S2 overall.

## Properties
**Spin multiplicity**: 1
**Gap between HOMO and LUMO**: 5.17 eV
**Net charge**: +1
**HOMO energy**: -0.463 Eh

Geometry as XYZ:
```
15
Properties=species:S:1:pos:R:3:mulliken_charge:R:1
C -0.95 -0.21 0.84 -0.389
C -0.02 -0.84 0.02 0.448
C -0.28 1.29 -0.64 -0.264
C 0.54 -2.26 -0.05 -1.266
N 0.35 0.20 -0.86 -0.005
N -1.07 1.14 0.47 0.011
S 0.42 5.03 -2.63 0.086
S -0.46 4.57 -0.97 0.232
H -1.47 -0.64 1.73 0.364
H 0.05 -2.96 0.56 0.337
H 0.65 -2.79 -0.90 0.414
H 1.63 -2.20 0.25 0.295
H 0.80 0.18 -1.73 0.222
H -1.54 1.86 1.03 0.245
H 1.85 5.23 -2.55 0.270
```

***

Values for energy relative to the best compared isomer or geometry (same formula, charge and spin), kcal per mole, ordered as above
108.8 86.7 148.4 159.8 99.9 72.2 94.3 69.5 57.6 90.0 61.0 134.8 63.6 49.5 130.4 104.2 173.9 67.0 35.4 96.0